Entry 1:
The following is a DFT calculation (wB97M-V/def2-TZVPD) of a structure of composition C41H45F2N10O6ReS.

<S²> = 0.8464
Kohn-Sham gap (spin up / spin down) = 4.72 / 5.06 eV
Energy above the lowest of the compared OMol25 structures with the same formula, charge and spin = 17.1 kcal/mol
DFT total energy = -88828.26642 eV
2S+1 = 2
Charge = +1
Molecular weight = 1030.14 g mol⁻¹
F_max = 0.9 eV Å⁻¹

Each line ends with the Löwdin charge.
Atoms and positions in Å:
Re  -0.19952  0.76825  -1.45364  1.679
C  0.79509  2.15495  5.77607  -0.024
C  2.19558  2.07384  5.18184  -0.278
C  3.02763  1.04282  5.92016  -0.134
C  4.37453  0.83573  5.24916  -0.110
C  4.15291  0.36310  3.84018  -0.119
C  5.02238  -0.49920  3.22097  0.081
C  4.76903  -0.93906  1.92294  -0.245
F  5.64110  -1.77929  1.35422  0.093
C  3.66622  -0.54765  1.22836  0.081
C  2.77286  0.35345  1.82784  -0.027
C  1.60303  0.81745  1.10266  -0.244
O  1.22397  0.17775  0.06350  -0.187
C  0.92630  1.91751  1.66419  -0.053
C  1.21387  2.29380  2.96526  0.053
N  2.13249  1.72048  3.71711  0.066
C  3.01654  0.80493  3.13216  -0.046
C  -0.15417  2.67017  0.98156  -0.533
O  -0.72578  3.59115  1.50365  0.127
O  -0.45826  2.29289  -0.26678  -0.210
H  0.88268  2.22990  6.85888  0.098
H  0.22574  1.25048  5.55040  0.107
H  0.23250  3.02358  5.43637  0.079
H  2.68887  3.04616  5.25002  0.159
H  2.48064  0.09575  5.95388  0.146
H  3.15065  1.38711  6.94543  0.133
H  4.97059  0.10416  5.79273  0.129
H  4.93956  1.77334  5.24123  0.135
H  5.90784  -0.84978  3.73670  0.143
H  3.49157  -0.90718  0.22869  0.111
H  0.61129  3.07075  3.41351  0.148
C  0.59913  4.05744  -2.27506  -0.019
N  -0.84387  4.08240  -2.38762  -0.075
C  -1.48913  5.36153  -2.11668  -0.084
C  -2.91852  5.12187  -2.57656  -0.091
N  -2.97414  3.66588  -2.73389  -0.057
C  -4.23544  3.12639  -3.23038  -0.022
C  -1.73942  3.11601  -2.63251  -0.292
N  -1.44778  1.80214  -2.72195  -0.077
C  -2.38591  0.86291  -3.34297  -0.216
C  -1.55624  -0.26100  -3.88824  -0.213
N  -0.73192  -0.81416  -2.80415  -0.093
C  -0.36493  -2.09413  -2.90619  -0.303
N  -0.46027  -2.84489  -4.04350  -0.075
C  -0.25190  -2.43206  -5.42542  -0.020
C  -0.32627  -4.27020  -3.74634  -0.095
C  0.27550  -4.26586  -2.35087  -0.094
N  0.04691  -2.89884  -1.89844  -0.057
C  0.35678  -2.63190  -0.50936  -0.019
H  1.02254  4.72359  -3.02919  0.109
H  1.00631  3.06927  -2.43133  0.037
H  0.89693  4.40733  -1.28599  0.103
H  -0.98824  6.15424  -2.66954  0.132
H  -1.42902  5.58564  -1.04978  0.135
H  -3.15869  5.61836  -3.51872  0.133
H  -3.64286  5.43237  -1.82636  0.133
H  -4.99370  3.88218  -3.03905  0.098
H  -4.53757  2.22825  -2.70131  0.090
H  -4.21514  2.94377  -4.30477  0.096
H  -2.94280  1.28985  -4.17133  0.110
H  -3.09460  0.48572  -2.59973  0.106
H  -0.93623  0.13914  -4.69156  0.103
H  -2.22742  -1.01712  -4.29948  0.130
H  0.15787  -1.43320  -5.48496  0.078
H  -1.16884  -2.48767  -6.01322  0.098
H  0.47920  -3.10523  -5.87315  0.096
H  0.32764  -4.74728  -4.47345  0.124
H  -1.29793  -4.76388  -3.78498  0.130
H  1.34479  -4.49029  -2.34703  0.133
H  -0.22290  -4.96779  -1.68394  0.134
H  -0.33978  -3.15768  0.14756  0.101
H  0.31635  -1.58325  -0.28665  0.031
H  1.36696  -2.99083  -0.29893  0.110
F  4.51367  0.14624  -5.44904  0.082
C  3.51891  0.31956  -4.56775  -0.276
C  3.57643  -0.33076  -3.35133  0.011
C  2.53628  -0.14538  -2.45061  -0.094
C  1.44069  0.67908  -2.74232  -0.287
C  1.42883  1.30780  -4.00079  -0.136
C  2.46040  1.14151  -4.90972  0.003
H  4.42088  -0.96771  -3.12072  0.126
H  2.56780  -0.66981  -1.51101  0.062
H  0.60700  1.95822  -4.27349  0.088
H  2.45376  1.63332  -5.87385  0.126
O  -2.63081  -2.44570  7.02748  -0.347
S  -1.60216  -3.25983  6.40215  0.391
O  -0.46961  -2.50679  5.87819  -0.393
O  -1.26625  -4.49234  7.07240  -0.339
C  -2.48157  -3.76024  4.89802  -0.317
N  -3.31125  -4.81829  4.88448  0.145
C  -3.96968  -5.03995  3.75661  -0.104
C  -3.84178  -4.24376  2.61896  0.006
C  -2.97427  -3.18059  2.74403  -0.234
N  -2.30561  -2.94793  3.86014  0.134
C  -2.62481  -2.18668  1.68734  -0.101
C  -2.97659  -2.24111  0.33974  0.018
C  -2.45303  -1.31027  -0.53786  -0.117
N  -1.62590  -0.31875  -0.14596  -0.059
C  -1.36942  -0.23018  1.17115  -0.093
C  -1.82859  -1.12244  2.09315  0.046
H  -4.63418  -5.89793  3.75185  0.114
H  -4.39963  -4.45737  1.71654  0.103
H  -3.62272  -3.02014  -0.04359  0.120
H  -2.67632  -1.36546  -1.59019  0.101
H  -0.75134  0.57732  1.49463  0.081
H  -1.56228  -1.03998  3.13908  0.131

Entry 2:
The following is a DFT calculation (wB97M-V/def2-TZVPD) of a structure of composition C41H45FeN4P2Se2Si2 at a distorted geometry.

<S²> = 8.8447
Kohn-Sham gap (spin up / spin down) = 4.26 / 5.80 eV
Energy above the lowest of the compared OMol25 structures with the same formula, charge and spin = 5.1 kcal/mol
DFT total energy = -248616.64518 eV
2S+1 = 6
Charge = 0
Molecular weight = 925.72 g mol⁻¹
F_max = 4.3 eV Å⁻¹

Each line ends with the Löwdin charge.
Atoms and positions in Å:
Fe  1.48934  1.69651  0.87806  0.068
Se  -4.08505  0.12646  -2.38285  0.565
P  -2.81455  -1.40864  -1.74481  0.539
C  -3.78400  -2.57851  -0.70927  -0.376
C  -3.86536  -3.94368  -1.08091  -0.113
C  -4.48134  -4.86253  -0.22207  -0.092
C  -5.16033  -4.40776  0.93194  -0.114
C  -5.04860  -3.07718  1.32302  -0.118
C  -4.44785  -2.16288  0.44170  -0.157
C  -2.16147  -2.29469  -3.16156  -0.364
C  -3.13151  -2.94154  -3.98308  -0.128
C  -2.75831  -3.63958  -5.15254  -0.071
C  -1.40083  -3.66163  -5.51114  -0.081
C  -0.46402  -2.92726  -4.75028  -0.103
C  -0.82436  -2.15898  -3.66202  -0.082
C  -1.57305  -0.32286  -0.94841  -0.407
C  -0.34951  -0.43817  -0.27378  -0.378
N  0.08094  0.86851  -0.14614  -0.195
N  -0.76817  1.73940  -0.74903  -0.011
N  -1.75947  1.03204  -1.22672  -0.074
P  0.46738  -1.70948  0.66844  0.730
Se  2.30841  -0.67620  1.41766  0.448
C  -0.36207  -2.60046  1.98486  -0.369
C  0.29652  -3.67443  2.60301  -0.094
C  -0.28493  -4.23445  3.71685  -0.079
C  -1.54793  -3.83617  4.13901  -0.076
C  -2.25444  -2.88461  3.41499  -0.079
C  -1.64122  -2.17227  2.38237  -0.060
C  0.97240  -3.06862  -0.35705  -0.395
C  2.14695  -2.97454  -1.08105  -0.105
C  2.63798  -4.08959  -1.77437  -0.049
C  1.84730  -5.25563  -1.75687  -0.064
C  0.59854  -5.26979  -1.13735  -0.059
C  0.21177  -4.21774  -0.32336  -0.093
H  -3.53618  -4.31474  -2.02635  0.076
H  -4.60167  -5.92363  -0.49063  0.102
H  -5.74685  -5.11525  1.55140  0.101
H  -5.53197  -2.67879  2.16309  0.081
H  -4.44646  -1.08885  0.74470  0.105
H  -4.19000  -2.86307  -3.70765  0.103
H  -3.50169  -4.07641  -5.75062  0.084
H  -1.04371  -4.23069  -6.37826  0.101
H  0.55406  -2.75071  -5.08304  0.101
H  -0.03205  -1.56080  -3.15580  0.108
H  1.32808  -3.88886  2.25334  0.130
H  0.25530  -4.97958  4.33245  0.119
H  -1.90866  -4.15346  5.15223  0.124
H  -3.25562  -2.62969  3.72847  0.099
H  -2.22085  -1.37493  1.90974  0.098
H  2.70922  -2.04018  -1.07018  0.074
H  3.61837  -4.08422  -2.22614  0.103
H  2.18567  -6.12197  -2.31298  0.102
H  -0.02126  -6.14919  -1.17395  0.105
H  -0.72752  -4.21279  0.20212  0.105
C  3.23713  4.99346  1.92903  -0.199
Si  3.31287  3.11026  1.53561  0.502
C  3.89374  2.21958  3.04160  -0.237
C  4.55900  3.12236  0.11702  -0.327
C  5.91732  3.39267  0.24189  -0.092
C  6.70826  3.49205  -0.91813  -0.095
C  6.09044  3.53870  -2.14206  -0.104
C  4.72817  3.35379  -2.26085  -0.104
C  3.94919  3.15237  -1.14553  -0.328
Si  2.12093  2.70411  -1.18019  0.548
C  1.99121  1.65221  -2.73065  -0.201
C  1.03272  4.26497  -1.33578  -0.202
H  3.37428  5.63933  1.01819  0.040
H  4.08522  5.17768  2.61056  0.022
H  2.31674  5.34870  2.44112  0.011
H  4.37675  2.88650  3.70694  0.005
H  4.45461  1.28052  2.92334  0.032
H  2.95622  1.91014  3.56624  0.025
H  6.39762  3.63493  1.22975  0.117
H  7.74994  3.73866  -0.77274  0.095
H  6.67647  3.70826  -3.00601  0.088
H  4.25508  3.34935  -3.24631  0.103
H  2.74503  0.88809  -2.75127  0.021
H  2.02508  2.27976  -3.63191  0.036
H  0.99580  1.17737  -2.73638  0.006
H  0.92476  4.55409  -2.36736  0.013
H  1.61431  5.05959  -0.78382  0.034
H  0.01966  4.10348  -0.94461  -0.011
C  -2.34955  3.69097  3.86074  -0.061
C  -1.92564  4.11798  2.45707  -0.558
C  -1.54557  5.62038  2.36421  -0.028
C  -2.92052  3.63623  1.35880  -0.026
C  -0.62920  3.36325  2.27992  -0.050
N  0.30925  2.93993  1.73229  0.126
H  -3.25503  4.20654  4.18427  0.088
H  -1.55612  3.79379  4.63326  0.104
H  -2.65985  2.64052  3.79385  0.090
H  -2.48526  6.19443  2.49245  0.099
H  -1.01740  5.86701  1.43083  0.095
H  -0.96270  5.92079  3.20270  0.070
H  -3.92246  3.93676  1.70173  0.091
H  -2.85438  2.54356  1.33070  0.075
H  -2.70951  4.05966  0.34025  0.105

Q: The highest <S²> belongs to which entry?
A: C41H45FeN4P2Se2Si2